A molecular structure, C16H28Cl2MgN4O8 at a distorted geometry. Source: OMol25; level of theory: ωB97M-V/def2-TZVPD.

Computed properties:
LUMO (alpha / beta) = 2.373 / 2.388 eV
F_max = 4.95 eV Å⁻¹
Multiplicity = 2
Charge = -1
E_HOMO (alpha / beta) = -0.01 / -6.83 eV
Molecular weight = 499.6 g mol⁻¹
Relative energy (zero: lowest compared OMol25 entry of this formula, charge and spin) = 0.173 eV

Positions of all 59 atoms, in Å:
Mg 0.71064 -0.17923 -0.33593
Cl 0.42724 -1.02104 -3.64720
O 0.40117 -2.36439 -4.16582
O 1.76898 -0.46303 -3.71211
O -0.48040 -0.07879 -4.24939
O 0.02594 -1.06234 -2.24835
Cl 4.01815 -1.59477 -0.28002
O 3.97157 -2.82349 0.48454
O 4.61925 -0.54740 0.49137
O 4.72673 -1.71099 -1.49061
O 2.69174 -1.25135 -0.57826
C -3.94710 0.88352 -2.95789
C -4.35960 0.67253 -1.47531
C -3.62537 1.45051 -0.43665
C -2.22742 1.00760 -0.22541
N -1.12926 0.59627 -0.07162
H -4.46787 0.23564 -3.66298
H -2.87042 0.76454 -3.07911
H -4.21447 1.85992 -3.36193
H -4.34127 -0.40720 -1.32719
H -5.41188 0.93880 -1.37582
H -4.08447 1.27663 0.53654
H -3.61238 2.51405 -0.67504
C 2.52381 2.44269 4.61375
C 2.53609 0.91868 4.85793
C 2.90709 0.04382 3.63811
C 2.04898 0.25673 2.46102
N 1.32658 0.40266 1.55704
H 2.39193 2.96106 5.56349
H 1.66158 2.70402 4.00027
H 3.40689 2.71758 4.03694
H 1.60810 0.55517 5.29929
H 3.25640 0.85815 5.67376
H 2.87616 -0.96787 4.04262
H 3.96839 0.12800 3.40430
C -0.94228 3.09318 -3.46093
C -0.05682 4.24207 -2.83573
C 1.40157 3.72796 -2.61063
C 1.47973 2.49652 -1.83165
N 1.50399 1.52517 -1.17567
H -0.87398 2.24943 -2.77424
H -0.57722 2.73542 -4.42365
H -1.96852 3.44525 -3.56578
H -0.56925 4.59719 -1.94164
H 0.00450 5.09476 -3.51194
H 1.99973 4.53147 -2.18087
H 1.83993 3.50194 -3.58266
C -0.15616 -5.41571 2.46949
C -1.52855 -5.04210 1.80933
C -1.83751 -3.54453 1.80224
C -0.73240 -2.73135 1.17175
N 0.07259 -2.02603 0.67682
H 0.02977 -6.47041 2.26668
H -0.22261 -5.18277 3.53224
H 0.63071 -4.84625 1.97489
H -2.34688 -5.69433 2.11436
H -1.47180 -5.43360 0.79365
H -2.06597 -3.18451 2.80539
H -2.71407 -3.38543 1.17420

C3H4BN in the gas phase at a distorted geometry. Source: OMol25; level of theory: ωB97M-V/def2-TZVPD.

Computed properties:
LUMO = -0.964 eV
Structure (SMILES) = BC(=C)C#N
F_max = 4.76 eV Å⁻¹
E_HOMO = -10.61 eV
Molecular weight = 64.9 g mol⁻¹
Relative energy (zero: lowest compared OMol25 entry of this formula, charge and spin) = 0.474 eV

Positions of all 9 atoms, in Å:
B 0.09084 -1.29274 0.03302
C 0.86348 0.09615 0.05471
C 0.16651 1.29299 0.12411
C 2.27689 -0.03891 0.01465
N 3.40732 -0.15290 -0.15168
H 0.66710 -2.20384 0.47052
H -1.08501 -1.33646 -0.42383
H 0.73690 2.17637 0.15970
H -0.85259 1.38956 0.05291

12 unconnected molecules or ions with the total composition C34H65N3O10S at a distorted geometry. Source: OMol25; level of theory: ωB97M-V/def2-TZVPD.

Computed properties:
LUMO = 0.260 eV
Structure (SMILES) = O=S1(=O)CCCC1.CC(C)=O.CC(C)=O.CC(C)=O.CC(C)=O.CC(C)=O.CC(C)=O.CC(C)=O.CC(C)=O.CC#N.CC#N.CC#N
F_max = 1.97 eV Å⁻¹
E_HOMO = -9.14 eV
Molecular weight = 708.0 g mol⁻¹

Positions of all 113 atoms, in Å:
O -0.25008 1.89416 -0.49480
S -0.55609 0.54189 -0.93163
O -1.85618 0.24279 -1.50916
C 0.76034 -0.15532 -1.96634
C 1.64154 -0.93891 -1.00303
C 0.69205 -1.64533 -0.03323
C -0.23231 -0.57621 0.49693
H 1.16593 0.54723 -2.69689
H 0.29392 -0.86867 -2.65653
H 2.31729 -1.59030 -1.55787
H 2.32445 -0.25457 -0.48880
H 1.29909 -2.08363 0.76319
H 0.13714 -2.46949 -0.48619
H 0.28640 0.07093 1.21516
H -1.15473 -0.80015 1.03070
C -5.07835 2.80666 -2.24504
C -4.69534 2.11680 -3.51558
C -4.53896 0.62973 -3.48721
O -4.63130 2.71680 -4.56845
H -6.14678 2.57311 -2.15358
H -4.98934 3.88826 -2.31488
H -4.58529 2.45433 -1.34298
H -3.87482 0.25420 -4.26329
H -5.48578 0.12775 -3.69500
H -4.09929 0.42399 -2.50824
C 0.23067 -2.63115 3.02458
C 1.43655 -3.52691 3.00205
C 1.58800 -4.56416 4.06756
O 2.32116 -3.32312 2.20145
H -0.70848 -3.17364 2.88165
H 0.25167 -1.86997 2.25002
H 0.15390 -2.11893 3.98635
H 2.48119 -5.15003 3.86752
H 0.69596 -5.19752 4.08506
H 1.65103 -4.14569 5.07330
C -4.00223 -5.26330 -1.31111
C -3.10727 -4.05550 -1.37779
C -3.53876 -2.88547 -2.21863
O -2.03794 -4.00172 -0.81197
H -4.40901 -5.43520 -2.31159
H -4.78980 -5.09665 -0.57740
H -3.47930 -6.19003 -1.08001
H -2.83490 -2.05661 -2.15659
H -4.49212 -2.48023 -1.86505
H -3.63794 -3.14066 -3.27590
C 1.53071 3.85341 4.27971
C 0.96738 3.10399 3.09853
C -0.07562 3.79305 2.27619
O 1.18959 1.92302 2.96064
H 0.90586 3.74274 5.16610
H 1.49535 4.93529 4.11235
H 2.57571 3.57542 4.39704
H -0.45000 3.13915 1.48071
H 0.41022 4.55780 1.65964
H -0.97380 4.11013 2.80284
C 4.70557 -0.25332 1.89202
C 5.89240 0.55196 2.36583
C 5.59601 1.99659 2.66780
O 6.98513 0.06041 2.49647
H 4.46109 0.01468 0.85958
H 3.82632 -0.02856 2.49824
H 4.92284 -1.31924 1.89485
H 6.48262 2.62725 2.58485
H 5.31094 2.06550 3.72156
H 4.81268 2.41473 2.03844
C 0.81333 -6.37455 -0.58050
C 1.97135 -6.33892 -1.56077
C 2.61879 -5.00542 -1.82822
O 2.39179 -7.36628 -2.04670
H 1.26692 -6.56285 0.39818
H 0.23011 -7.26939 -0.79302
H 0.21724 -5.46647 -0.55696
H 1.84040 -4.25474 -1.97465
H 3.20690 -5.05590 -2.74268
H 3.26491 -4.71580 -0.99801
C -2.67045 2.01615 4.22050
C -2.87367 0.58357 3.77584
C -4.18849 -0.07976 4.12509
O -2.03144 0.01527 3.12328
H -3.27797 2.27467 5.09018
H -3.06066 2.69948 3.46017
H -1.61342 2.21757 4.37010
H -4.22156 -1.06677 3.66615
H -5.00893 0.52208 3.73044
H -4.30402 -0.22283 5.19979
C -1.84877 5.37913 -0.65925
C -2.90134 5.63226 0.40357
C -3.60016 4.39572 0.92219
O -3.23001 6.73830 0.74128
H -0.96103 5.96631 -0.41696
H -2.20571 5.69987 -1.63919
H -1.58390 4.32450 -0.74803
H -4.42339 4.71463 1.55884
H -2.84606 3.82383 1.47006
H -3.97029 3.72330 0.15124
C 0.40867 -2.54764 -6.81047
C 0.71867 -2.88549 -5.43160
N 0.94167 -3.14434 -4.33492
H -0.13673 -1.60606 -6.78788
H -0.10404 -3.36806 -7.30412
H 1.35075 -2.39394 -7.33993
C 2.12486 3.83127 -1.27048
C 2.45835 4.86561 -0.31101
N 2.67960 5.66081 0.48322
H 1.04857 3.83134 -1.45258
H 2.28605 2.83642 -0.85444
H 2.68754 3.98208 -2.18728
C 6.06313 1.94629 -2.94240
C 4.65199 1.90875 -3.34567
N 3.54072 1.88213 -3.63438
H 6.52504 1.01693 -3.27733
H 6.10704 2.03235 -1.86164
H 6.56083 2.74105 -3.49313

A molecular structure, C22H26GeIN2O2ScSe. Source: OMol25; level of theory: ωB97M-V/def2-TZVPD.

Computed properties:
LUMO = -6.759 eV
F_max = 0.16 eV Å⁻¹
Charge = +2
E_HOMO = -13.17 eV
Molecular weight = 673.9 g mol⁻¹
Relative energy (zero: lowest compared OMol25 entry of this formula, charge and spin) = 0.000 eV

Positions of all 56 atoms, in Å:
Sc 0.51539 0.63207 0.01484
C -0.78275 -1.90971 3.43824
C -1.07396 -0.99336 4.43542
C -0.90271 0.36191 4.19204
C -0.44727 0.77349 2.95249
N -0.18068 -0.12308 1.97931
C -0.33769 -1.43176 2.22122
C -0.19989 2.19731 2.59887
C -0.35493 3.24280 3.49070
C -0.07458 4.53620 3.07142
C 0.35714 4.75583 1.77402
C 0.48901 3.66587 0.93652
N 0.21437 2.41648 1.33413
H -0.89268 -2.97276 3.59492
H -1.42785 -1.32798 5.40135
H -1.12234 1.07990 4.96740
H -0.08536 -2.10450 1.41082
H -0.68078 3.06534 4.50415
H -0.18909 5.36311 3.75931
H 0.59138 5.74676 1.41349
H 0.82915 3.78855 -0.08520
I 7.91205 -3.67915 -1.47024
C 6.14562 -2.65744 -1.12494
C 4.93181 -3.34255 -1.18526
C 3.75513 -2.66214 -0.95554
C 3.78845 -1.29340 -0.66420
C 5.00814 -0.61317 -0.60583
C 6.18554 -1.29339 -0.83607
C 2.55516 -0.58596 -0.42734
O 1.39703 -1.16309 -0.47345
O 2.52441 0.68034 -0.15264
H 4.91515 -4.39923 -1.41104
H 2.80717 -3.18058 -1.00048
H 5.02392 0.44459 -0.38050
H 7.13281 -0.77535 -0.79359
C -4.61874 1.21419 -1.75637
Ge -3.60569 -0.43567 -1.87604
C -3.34209 -1.03198 -3.70414
C -4.22996 -1.83680 -0.68514
C -1.77120 0.03830 -1.12542
Se -0.79141 1.36602 -2.20435
C 0.06605 0.15782 -3.48138
H -5.61824 1.06014 -2.16294
H -4.14514 2.00952 -2.33220
H -4.72539 1.53809 -0.72091
H -4.28962 -1.40798 -4.09102
H -2.61272 -1.83947 -3.76458
H -3.03647 -0.20828 -4.34988
H -5.23331 -2.14687 -0.97693
H -4.27657 -1.48489 0.34584
H -3.58129 -2.71145 -0.73534
H -1.18117 -0.88374 -1.02576
H -1.98072 0.47460 -0.13804
H -0.69320 -0.18421 -4.17640
H 0.52586 -0.67821 -2.96117
H 0.81475 0.74891 -4.00221

> Which of these has the lowest molecular weight?

C3H4BN

> Look up the molecular weight of the first one.

499.6 g mol⁻¹